[1]
Formula: C39H64CdNO5P2Si4
Source: OMol25
Level of theory: ωB97M-V with the def2-TZVPD basis set

ORCA input file:
```
! RIJCOSX wB97M-V def2-TZVPD def2/J DEFGRID3
* xyz -1 1
Cd 0.725 1.417 0.526
C 1.367 0.928 5.565
Si 1.226 1.529 3.764
C 2.714 2.633 3.537
C -0.233 2.729 3.761
C 1.019 0.146 2.416
Si -0.399 -1.074 2.616
C -1.046 -1.975 1.112
C 0.159 -2.358 3.902
C -1.987 -0.304 3.242
Si 2.575 -0.824 2.129
C 2.356 -2.211 0.907
C 3.515 -1.330 3.664
C 3.815 0.314 1.196
C 5.235 0.186 1.215
C 5.976 1.128 0.562
C 5.368 2.201 -0.076
C 3.969 2.239 -0.105
N 3.213 1.292 0.534
H 1.583 1.721 6.277
H 2.147 0.169 5.672
H 0.462 0.357 5.763
H 2.900 3.055 4.580
H 2.422 3.399 2.908
H 3.648 2.221 3.113
H 0.063 3.687 4.252
H -1.162 2.447 4.321
H -0.565 2.986 2.749
H -0.298 -2.446 0.565
H -1.662 -1.245 0.546
H -1.742 -2.731 1.474
H 1.225 -2.692 3.702
H -0.504 -3.197 3.848
H 0.212 -1.870 4.877
H -2.607 -0.134 2.337
H -2.034 0.610 3.833
H -2.497 -1.059 3.829
H 1.659 -2.933 1.328
H 3.285 -2.715 0.696
H 1.947 -1.814 -0.001
H 2.912 -1.874 4.376
H 3.850 -0.403 4.175
H 4.398 -1.935 3.387
H 5.665 -0.564 1.836
H 7.056 1.103 0.634
H 5.951 2.950 -0.531
H 3.397 2.897 -0.677
O 0.364 -0.571 -3.302
C -0.082 -0.403 -2.171
O 0.546 -0.322 -1.051
C -1.625 -0.268 -2.086
P -2.259 1.225 -1.053
C -2.638 2.409 -2.378
C -3.739 3.204 -2.360
C -3.942 4.210 -3.306
C -3.094 4.332 -4.388
C -1.923 3.495 -4.465
C -1.749 2.524 -3.456
C -3.989 0.690 -0.759
C -4.488 1.063 0.510
C -5.658 0.589 1.021
C -6.351 -0.355 0.263
C -6.004 -0.632 -1.025
C -4.794 -0.136 -1.519
H -1.949 -1.132 -1.556
H -1.938 -0.312 -3.129
H -4.469 3.022 -1.584
H -4.798 4.841 -3.233
H -3.343 5.064 -5.148
H -1.173 3.637 -5.295
H -0.842 1.950 -3.535
H -3.885 1.723 1.104
H -5.908 0.837 2.053
H -7.224 -0.779 0.711
H -6.499 -1.388 -1.579
H -4.401 -0.566 -2.427
C 3.103 5.620 -2.644
Si 1.448 5.931 -1.797
C 0.287 6.294 -3.274
C 1.601 7.423 -0.672
C 0.965 4.525 -0.876
C 0.789 3.525 -0.189
H 3.498 6.513 -3.161
H 2.836 4.859 -3.377
H 3.857 5.182 -1.938
H -0.486 7.042 -2.966
H -0.317 5.402 -3.498
H 0.832 6.631 -4.177
H 1.737 8.258 -1.310
H 2.472 7.410 -0.064
H 0.738 7.517 -0.023
C 1.154 -8.449 0.811
C -0.173 -7.919 0.333
O -0.044 -7.078 -0.822
P -0.187 -5.443 -0.577
O 0.738 -5.140 -1.881
C 0.714 -3.704 -2.260
C 2.090 -3.383 -2.909
O -1.673 -5.032 -0.933
C -2.327 -5.267 -2.178
C -3.107 -4.030 -2.511
H 1.132 -9.279 1.510
H 1.700 -7.639 1.220
H 1.727 -8.881 -0.004
H -0.659 -7.336 1.088
H -0.883 -8.703 0.087
H 0.573 -3.171 -1.347
H -0.104 -3.582 -2.998
H 2.857 -3.617 -2.137
H 2.111 -2.350 -3.204
H 2.143 -4.046 -3.764
H -3.029 -6.071 -1.967
H -1.613 -5.505 -2.978
H -3.736 -3.686 -1.660
H -3.710 -4.209 -3.470
H -2.478 -3.220 -2.679
*
```

Computed properties:
Molar mass   913.6 u
Gap between HOMO and LUMO   8.02 eV

Mulliken atomic charge list, values in e, 5 entries: atom 1 (Cd): 4.336, atom 2 (C): -1.265, atom 3 (Si): 0.833, atom 4 (C): -1.155, atom 5 (C): -1.276

[2]
Formula: H24NO15
Source: OMol25
Level of theory: ωB97M-V with the def2-TZVPD basis set

ORCA input file:
```
! RIJCOSX wB97M-V def2-TZVPD def2/J DEFGRID3
* xyz -1 1
N -0.310 0.644 -0.363
O -0.880 0.299 0.692
O 0.890 0.749 -0.368
O -0.865 0.711 -1.465
O 3.077 -1.696 0.988
H 3.104 -0.852 0.537
H 2.168 -1.785 1.276
O 3.469 1.508 -0.817
H 4.202 0.924 -0.624
H 2.709 1.075 -0.428
O 0.206 -2.694 1.860
H -0.339 -2.565 1.084
H -0.217 -3.410 2.334
O -3.323 -0.878 -1.738
H -3.432 -1.229 -2.622
H -2.487 -0.413 -1.767
O -3.323 0.618 2.057
H -3.285 0.745 3.005
H -2.417 0.716 1.765
O 2.059 0.727 -3.091
H 1.506 0.459 -2.358
H 2.507 1.514 -2.779
O 2.191 1.365 2.245
H 2.269 0.786 3.004
H 1.484 0.983 1.724
O -1.589 2.426 -3.441
H -2.508 2.694 -3.458
H -1.508 1.896 -2.649
O -2.463 -2.259 0.622
H -2.975 -1.588 0.172
H -2.432 -2.991 0.007
O -0.019 -2.597 -1.818
H -0.696 -2.214 -2.375
H 0.591 -1.878 -1.651
O 1.718 3.876 -0.041
H 2.109 3.080 0.321
H 1.183 3.569 -0.773
O -1.027 -0.880 3.938
H -0.215 -0.375 3.991
H -1.135 -1.063 3.005
*
```

Computed properties:
Molar mass   278.2 u
Gap between HOMO and LUMO   10.06 eV

Mulliken atomic charge list, values in e, 5 entries: atom 1 (N): 0.696, atom 2 (O): -0.625, atom 3 (O): -0.291, atom 4 (O): -0.952, atom 5 (O): -0.664